{"formula": "C34H51N8P2RbSSe2", "method": "ωB97M-V/def2-TZVPD", "e_above_lowest_kcal_mol": 0.0, "charge": 0, "total_energy_ha": -7671.9805, "homo_lumo_gap_ha": 0.2690, "elements": ["Rb", "C", "C", "N", "C", "C", "S", "C", "C", "N", "H", "H", "H", "H", "H", "H", "H", "H", "H", "H", "H", "H", "H", "H", "Se", "P", "Se", "C", "C", "C", "C", "C", "C", "C", "C", "C", "C", "C", "C", "H", "H", "H", "H", "H", "H", "H", "H", "H", "H", "C", "N", "C", "N", "C", "N", "C", "P", "C", "C", "H", "H", "H", "H", "H", "H", "H", "H", "H", "H", "H", "H", "H", "C", "C", "C", "C", "C", "C", "H", "H", "H", "H", "H", "H", "H", "H", "H", "N", "C", "C", "N", "C", "C", "N", "H", "H", "H", "H", "H"], "positions_angstrom": [[1.03282, -0.07781, 0.33512], [2.98246, 3.18897, -1.19043], [2.26288, 3.56816, 0.11989], [2.55758, 2.53282, 1.17770], [3.88871, 2.57085, 1.76860], [4.97665, 1.60493, 1.31412], [4.38638, 0.06063, 0.57928], [4.68782, 0.49639, -1.19292], [3.65849, 1.02842, -2.24448], [2.62930, 1.86220, -1.62532], [4.04051, 3.13258, -1.03892], [2.88197, 4.03217, -1.89333], [1.12252, 3.67339, 0.01904], [2.73432, 4.48613, 0.57820], [1.86169, 2.59772, 1.94522], [3.65586, 2.34594, 2.80380], [4.31939, 3.58706, 1.70886], [5.47813, 1.29985, 2.20520], [5.67089, 2.05610, 0.59106], [5.18814, -0.39544, -1.59495], [5.43986, 1.26967, -1.07627], [3.09752, 0.22655, -2.80124], [4.23266, 1.61658, -2.97595], [1.82214, 1.88239, -2.25413], [-1.60350, 0.90616, -1.88405], [-1.15134, -0.91274, -2.90979], [0.20174, -2.37232, -2.09391], [-2.77505, -1.67471, -3.32282], [-2.76081, -2.62792, -4.37978], [-3.95495, -3.22601, -4.69969], [-5.14431, -2.95410, -4.03306], [-5.18526, -1.95654, -3.06719], [-3.99011, -1.37333, -2.72355], [-0.43447, -0.39413, -4.47309], [-1.30434, 0.32145, -5.33705], [-0.86409, 0.69760, -6.56686], [0.40943, 0.37344, -7.05849], [1.23127, -0.38589, -6.19561], [0.84318, -0.70192, -4.91760], [-1.80746, -2.86066, -4.81431], [-3.99365, -3.92392, -5.48575], [-6.03577, -3.51988, -4.34334], [-6.08167, -1.66621, -2.44785], [-4.04921, -0.62073, -1.93313], [-2.29256, 0.64750, -5.05664], [-1.55008, 1.20191, -7.23952], [0.70764, 0.59406, -8.08885], [2.19459, -0.63823, -6.50143], [1.39959, -1.39915, -4.28038], [-2.19913, 4.43482, 3.22177], [-1.68229, 4.00304, 1.88817], [-1.49872, 2.54515, 1.86776], [-2.67378, 1.86106, 2.19980], [-3.19277, 2.32840, 3.50167], [-3.45388, 3.75279, 3.59979], [-4.62404, 4.09912, 2.73965], [-4.29061, 3.78669, 0.88136], [-2.55953, 4.51554, 0.83373], [-3.71175, 2.11098, 1.19582], [-2.25877, 5.51639, 3.22823], [-1.49732, 4.17198, 4.04189], [2.98711, -1.17288, 4.61934], [-0.67222, 2.28966, 2.53156], [-1.17940, 2.35589, 0.76498], [-2.44543, 2.01022, 4.19298], [-4.07300, 1.70695, 3.73075], [-4.98705, 5.10685, 3.01697], [-5.49291, 3.46306, 3.10523], [-2.62016, 5.65091, 0.88361], [-2.07478, 4.28793, -0.16066], [-3.55899, 1.70112, 0.23863], [-4.55575, 1.54023, 1.60152], [-0.17020, -4.06561, 4.79888], [-0.48353, -2.60823, 4.34089], [-1.37377, -1.94615, 5.41336], [-1.26037, -2.58922, 3.00700], [0.90388, -2.00125, 4.31757], [2.04367, -1.58929, 4.48578], [-1.14136, -4.59009, 4.92134], [0.33072, -4.02815, 5.80772], [0.48343, -4.59295, 4.04019], [-2.38012, -2.38106, 5.29454], [-1.41053, -0.88297, 5.23399], [-1.14495, -2.05912, 6.43082], [-2.13826, -3.19654, 3.07534], [-0.62727, -3.02678, 2.26345], [-1.52363, -1.58048, 2.63045], [2.52726, -5.61909, -1.72797], [2.83668, -4.72942, -0.72627], [1.78637, -4.26172, 0.16334], [2.02097, -3.40896, 1.12604], [3.33427, -3.12363, 1.33713], [4.33500, -3.68466, 0.60433], [4.11282, -4.44561, -0.46670], [1.59992, -5.61288, -2.03504], [3.29532, -5.86481, -2.35163], [0.79758, -4.46907, -0.15709], [3.58882, -2.44734, 2.15296], [5.35499, -3.44089, 0.89066]], "lowdin_charge": [0.381, -0.220, -0.166, -0.152, -0.291, -0.458, 0.819, -0.416, -0.234, -0.118, 0.096, 0.124, 0.133, 0.116, 0.097, 0.111, 0.118, 0.056, 0.073, 0.072, 0.042, 0.122, 0.115, 0.103, 0.204, 0.042, 0.214, -0.383, -0.080, -0.096, -0.088, -0.090, -0.135, -0.436, -0.111, -0.101, -0.057, -0.085, -0.135, 0.100, 0.087, 0.108, 0.124, 0.067, 0.103, 0.103, 0.104, 0.079, 0.040, -0.173, -0.169, -0.254, -0.137, -0.206, -0.153, -0.330, 0.993, -0.359, -0.403, 0.115, 0.127, 0.008, 0.116, 0.096, 0.109, 0.130, 0.075, 0.094, 0.095, 0.091, 0.005, 0.089, -0.062, -0.583, -0.051, -0.037, -0.077, 0.122, 0.086, 0.099, 0.100, 0.093, 0.074, 0.062, 0.078, 0.057, 0.093, 0.139, -0.357, -0.149, 0.078, -0.195, -0.157, 0.118, 0.063, 0.110, 0.057, 0.071, 0.107]}